{
  "formula": "C3H9Cl3NSi",
  "method": "the ωB97M-V functional and the def2-TZVPD basis",
  "homo_lumo_gap_ev": 12.9,
  "spin_multiplicity": 1,
  "homo_ev": -16.041,
  "total_energy_ha": -1844.41451,
  "de_lowest_kcal_mol": 0.0,
  "total_charge": 1,
  "elements": ["C", "N", "C", "C", "Si", "Cl", "Cl", "Cl", "H", "H", "H", "H", "H", "H", "H", "H", "H"],
  "xyz": [[-1.285, 0.816, 0.171], [0.022, 0.132, 0.094], [1.093, 0.720, 0.858], [0.495, 0.318, -1.402], [-0.324, -1.823, 0.367], [-1.467, -2.263, -1.126], [1.476, -2.640, 0.149], [-1.071, -1.739, 2.203], [-2.144, 0.152, -0.036], [-1.642, 1.179, 1.193], [-1.253, 1.690, -0.442], [2.037, 0.279, 0.518], [1.254, 1.785, 0.528], [0.979, 0.575, 1.928], [1.492, -0.294, -1.503], [-0.266, -0.316, -1.953], [0.604, 1.430, -1.546]],
  "forces_ev_per_angstrom": [[-1.8, 0.4, 2.3], [-0.3, -1.5, -2.3], [1.6, 1.2, 0.1], [0.4, -2.4, 0.8], [1.7, 2.4, 0.9], [-1.4, -0.8, -1.1], [0.2, -0.2, 0.2], [-0.2, -0.4, 0.2], [0.7, 0.2, -0.8], [1.4, -0.5, -0.9], [-0.2, 0.4, -0.6], [-0.2, -0.3, 0.4], [-0.7, -0.7, 0.8], [-0.1, 0.3, 0.0], [-1.7, 1.6, 0.2], [0.9, 1.8, -0.1], [-0.3, -1.5, -0.4]]
}

{
  "formula": "C3H9ClN2",
  "method": "the ωB97M-V functional and the def2-TZVPD basis",
  "homo_lumo_gap_ev": 10.3,
  "spin_multiplicity": 1,
  "homo_ev": -9.342,
  "total_energy_ha": -689.39446,
  "de_lowest_kcal_mol": 0.0,
  "elements": ["N", "C", "C", "N", "C", "Cl", "H", "H", "H", "H", "H", "H", "H", "H", "H"],
  "xyz": [[-1.841, -0.729, -0.543], [-0.503, -0.876, 0.013], [0.200, 0.442, 0.240], [0.015, 1.250, -0.906], [1.682, 0.216, 0.594], [2.671, -0.553, -0.633], [-2.161, -1.558, -0.955], [-2.437, -0.404, 0.203], [0.100, -1.505, -0.679], [-0.551, -1.418, 0.949], [-0.301, 0.894, 1.147], [0.322, 2.184, -0.662], [-1.016, 1.301, -1.089], [2.008, 1.223, 0.836], [1.811, -0.466, 1.485]],
  "forces_ev_per_angstrom": [[0.8, 1.8, 0.7], [0.3, -1.3, -0.8], [-0.6, -1.3, 1.1], [-1.0, 1.2, -0.8], [-0.9, -0.1, 1.6], [0.2, 0.1, -0.6], [-0.7, -1.2, -0.4], [-0.5, -0.3, -0.2], [-0.4, 0.5, 0.3], [0.3, -0.2, 0.5], [0.7, -0.2, -0.3], [0.0, 0.3, -0.4], [1.4, -0.2, 0.0], [0.9, -0.1, 0.0], [-0.5, 1.0, -0.7]]
}

{
  "formula": "C3H9ClN2O4S2",
  "method": "the ωB97M-V functional and the def2-TZVPD basis",
  "homo_lumo_gap_ev": 10.5,
  "spin_multiplicity": 1,
  "homo_ev": -9.984,
  "total_energy_ha": -1786.54185,
  "de_lowest_kcal_mol": 32.3,
  "elements": ["C", "S", "O", "O", "N", "O", "S", "C", "O", "N", "C", "Cl", "H", "H", "H", "H", "H", "H", "H", "H", "H"],
  "xyz": [[3.014, 0.688, 0.673], [1.409, 1.018, 0.013], [1.159, -0.097, -0.840], [1.448, 2.341, -0.554], [0.467, 0.874, 1.394], [-0.132, -0.369, 1.364], [-1.201, -0.994, 0.158], [-0.252, -2.303, -0.556], [-2.178, -1.620, 1.040], [-1.710, -0.078, -0.967], [-2.825, 0.730, -0.749], [-2.428, 2.260, 0.197], [3.688, 1.149, -0.069], [3.389, 1.260, 1.439], [3.331, -0.289, 0.407], [-0.183, 1.646, 1.371], [0.773, -1.867, -1.115], [0.014, -2.958, 0.188], [-0.823, -2.671, -1.467], [-3.232, 0.978, -1.697], [-3.728, 0.301, -0.230]],
  "forces_ev_per_angstrom": [[0.7, 0.6, -3.6], [3.1, 0.9, -0.6], [0.0, 0.4, -0.5], [-0.9, -0.4, 1.1], [-0.1, 0.2, -1.3], [-0.7, -0.7, 0.5], [-2.1, -0.6, 0.3], [2.2, 2.6, -5.1], [0.9, 0.6, -0.5], [1.6, -0.9, 0.9], [-1.7, -0.2, 1.2], [-0.2, -0.2, -0.3], [-0.5, 0.4, -0.6], [0.1, 0.5, 2.8], [-0.2, -1.4, 1.2], [-0.9, 0.1, 0.1], [-3.0, -1.3, 1.9], [0.2, -1.7, 1.6], [0.2, 0.1, 1.7], [0.1, 0.9, -0.9], [1.3, 0.0, 0.1]]
}

{
  "formula": "C3H9ClN3",
  "method": "the ωB97M-V functional and the def2-TZVPD basis",
  "homo_lumo_gap_ev": 8.6,
  "spin_multiplicity": 1,
  "homo_ev": -13.898,
  "total_energy_ha": -743.82749,
  "de_lowest_kcal_mol": 67.9,
  "total_charge": 1,
  "elements": ["C", "C", "C", "N", "N", "N", "Cl", "H", "H", "H", "H", "H", "H", "H", "H", "H"],
  "xyz": [[-1.544, -1.498, -0.097], [0.829, 0.819, 0.612], [0.194, 0.201, -0.571], [-2.392, -1.099, -0.859], [-0.548, 0.924, -1.361], [1.003, -0.121, 1.682], [-0.625, -3.011, -0.415], [0.420, 1.691, 0.974], [1.909, 0.949, 0.180], [0.442, -0.822, -0.925], [-2.381, -1.493, -1.822], [-0.665, 0.676, -2.315], [-1.027, 1.915, -1.319], [0.925, 0.206, 2.649], [1.739, -0.785, 1.626], [-1.276, -1.237, 0.864]],
  "forces_ev_per_angstrom": [[0.3, -3.9, -0.4], [3.3, -3.3, -0.2], [-0.6, 2.2, -1.3], [-1.4, 1.7, -2.3], [-0.2, 2.5, -0.3], [-1.2, -0.2, 1.5], [0.3, 0.1, -0.1], [-0.9, 2.1, 0.3], [-1.6, 0.7, 0.2], [0.2, 0.9, 0.3], [-0.4, -0.2, 1.1], [-0.3, -1.2, -0.8], [1.8, -2.3, 1.2], [0.0, 0.2, -0.8], [0.6, -0.3, -0.3], [0.2, 1.2, 2.1]]
}

{
  "formula": "C3H9ClOPS",
  "method": "the ωB97M-V functional and the def2-TZVPD basis",
  "homo_lumo_gap_ev": 9.0,
  "spin_multiplicity": 1,
  "homo_ev": -14.036,
  "total_energy_ha": -1394.35741,
  "de_lowest_kcal_mol": 39.5,
  "total_charge": 1,
  "elements": ["C", "C", "C", "O", "P", "S", "Cl", "H", "H", "H", "H", "H", "H", "H", "H", "H"],
  "xyz": [[1.606, -1.313, 1.460], [-1.662, -1.148, 0.001], [-0.834, 1.289, -1.197], [1.101, -0.672, 0.545], [-0.915, 0.426, 0.377], [-0.717, 1.325, 2.062], [2.877, 1.280, -1.728], [2.700, -1.384, 1.549], [1.038, -1.906, 2.213], [3.344, 1.965, -0.649], [-2.846, -1.024, 0.148], [-1.430, -2.024, 0.608], [-1.507, -1.191, -1.157], [-0.410, 2.279, -1.138], [-2.007, 1.440, -1.065], [-0.337, 0.657, -2.027]],
  "forces_ev_per_angstrom": [[-0.3, -0.1, -0.6], [-3.1, 0.6, -1.6], [-1.0, -0.9, 0.5], [0.5, -0.3, 0.7], [1.7, 0.3, 1.8], [-0.7, -0.7, -1.4], [0.7, 1.0, 1.7], [-0.1, 0.1, -0.2], [-0.1, 0.5, -0.4], [-0.7, -1.0, -1.7], [2.4, 0.0, -0.4], [0.5, 0.3, -0.3], [-0.2, -0.7, 2.2], [0.2, 0.1, 0.2], [1.7, -0.3, -1.6], [-1.5, 1.0, 1.1]]
}

{
  "formula": "C3H9ClSSi",
  "method": "the ωB97M-V functional and the def2-TZVPD basis",
  "homo_lumo_gap_ev": [7.0, 7.0],
  "spin_multiplicity": 1,
  "homo_ev": [-8.028, -7.917],
  "total_energy_ha": -1267.46942,
  "de_lowest_kcal_mol": 79.6,
  "elements": ["C", "C", "C", "Si", "S", "Cl", "H", "H", "H", "H", "H", "H", "H", "H", "H"],
  "xyz": [[-1.822, -1.149, 0.955], [-1.316, -0.627, -0.416], [0.280, 1.549, -1.167], [2.324, 0.457, 0.604], [-1.402, 1.144, -0.758], [3.556, -0.340, -0.720], [-2.406, -2.198, 0.826], [-0.986, -1.354, 1.600], [-2.504, -0.463, 1.317], [-1.978, -1.067, -1.241], [-0.244, -0.825, -0.543], [0.482, 1.112, -2.154], [0.419, 2.577, -0.966], [3.183, 1.690, 0.948], [2.414, -0.506, 1.717]],
  "forces_ev_per_angstrom": [[-0.1, -3.1, -2.1], [-0.9, -1.2, -1.3], [-0.4, -2.4, 1.0], [-0.8, 2.5, -0.3], [0.2, 0.7, 0.9], [1.1, -1.1, -1.7], [1.4, 2.4, 0.1], [0.1, 0.2, 0.5], [-1.3, 1.3, 1.3], [1.4, 0.2, 1.0], [-0.5, -0.5, -0.3], [0.9, 0.4, 0.6], [0.5, 1.0, -0.2], [-1.0, -0.5, 0.2], [-0.7, 0.0, 0.2]]
}

{
  "formula": "C3H9F3N2P2",
  "method": "the ωB97M-V functional and the def2-TZVPD basis",
  "homo_lumo_gap_ev": 8.3,
  "spin_multiplicity": 1,
  "homo_ev": -8.778,
  "total_energy_ha": -1211.44868,
  "de_lowest_kcal_mol": 97.6,
  "elements": ["C", "N", "P", "C", "F", "F", "F", "H", "H", "H", "H", "H", "H", "H", "C", "P", "N", "H", "H"],
  "xyz": [[-0.584, 1.924, 1.965], [-0.238, 0.845, 1.103], [-0.111, 0.570, -0.528], [1.692, 0.537, -1.016], [-0.222, 2.174, -0.855], [-1.441, 0.286, -1.495], [-0.296, -1.119, -0.233], [-0.101, 2.859, 1.581], [-1.628, 2.269, 1.994], [-0.177, 1.792, 2.951], [-0.291, 0.000, 1.533], [1.830, -0.466, -1.372], [1.955, 1.151, -1.977], [2.244, 0.882, -0.200], [-1.829, -2.894, -2.171], [-0.643, -1.766, -2.580], [0.746, -1.297, -2.692], [-1.585, -3.732, -2.784], [-2.868, -2.571, -1.859]],
  "forces_ev_per_angstrom": [[0.4, 3.2, -1.2], [-0.4, 0.5, -1.8], [0.3, 0.8, 0.5], [-1.7, 0.2, -3.5], [-0.5, -0.7, -0.1], [1.1, 1.2, 0.8], [0.7, 1.5, 0.7], [-0.1, -0.7, 0.3], [-0.1, -0.9, 0.1], [0.0, -0.4, 0.4], [-0.2, -2.9, 1.6], [0.8, -0.4, 0.6], [-0.9, -0.8, 2.0], [0.8, 0.4, 1.4], [-0.5, 2.0, 0.4], [-0.9, -1.6, 0.3], [0.2, -0.2, -1.5], [-0.5, -0.8, -0.4], [1.6, -0.5, -0.6]]
}

{
  "formula": "C3H9FN2",
  "method": "the ωB97M-V functional and the def2-TZVPD basis",
  "homo_lumo_gap_ev": [8.8, 10.0],
  "spin_multiplicity": 1,
  "homo_ev": [-9.142, -9.656],
  "total_energy_ha": -328.84453,
  "de_lowest_kcal_mol": 142.6,
  "elements": ["C", "C", "C", "N", "N", "F", "H", "H", "H", "H", "H", "H", "H", "H", "H"],
  "xyz": [[2.274, 0.291, -0.015], [-2.268, 0.292, 0.070], [0.746, 0.397, -0.025], [-1.851, -0.955, -0.368], [0.225, -0.792, 0.487], [0.864, -1.941, -0.104], [2.505, -0.350, -0.882], [2.834, 1.262, -0.305], [2.737, -0.105, 0.952], [-3.375, 0.171, -0.215], [-2.306, 0.439, 1.103], [-1.656, 1.004, -0.588], [0.595, 1.227, 0.712], [0.477, 0.771, -1.111], [-1.801, -1.710, 0.288]],
  "forces_ev_per_angstrom": [[2.3, 0.4, -0.9], [-1.5, 0.0, -2.5], [2.0, 2.6, -1.3], [2.6, -1.4, -1.0], [-1.5, -2.0, 0.2], [-0.5, 1.5, 0.1], [0.4, -0.2, 0.8], [-1.3, -1.2, 0.8], [-0.9, 0.4, -1.4], [1.0, 1.2, -0.1], [0.5, 0.7, 1.8], [-1.6, -0.2, 1.3], [-1.0, -0.8, -0.6], [0.0, -1.0, 2.0], [-0.5, -0.2, 0.8]]
}

In eV/Å, the max |F| values for the records above are, in order, 3.05 2.13 6.11 4.68 3.56 3.72 3.87 3.55.